Entry 1:
DFT (ωB97M-V/def2-TZVPD) results for a structure of composition C7H12N2O.

As for the HOMO energy: -9.0 eV. The spin multiplicity is 1. As for the relative energy (zero: lowest compared OMol25 entry of this formula, charge and spin): 791.3 kJ/mol. As for the LUMO energy: 0.8555 eV. For the calculated total energy, the calculation gives -458.38748 Ha. The calculation puts the gap between HOMO and LUMO at 9.89 eV.

Last column: Löwdin charge in e.
Element x y z (Å)
C: -3.01 1.08 0.43  -0.16
C: -2.18 -0.91 0.00  -0.43
C: -0.77 -0.94 0.33  -0.22
C: 0.01 -0.23 -0.79  -0.14
C: 1.49 -0.02 -0.41  -0.27
C: 2.13 1.09 -0.28  -0.08
C: 3.47 -0.44 0.22  -0.34
H: -2.78 0.86 1.61  0.13
H: -2.19 1.95 -0.10  0.14
H: -4.21 1.69 0.31  0.15
H: -2.22 -1.77 -0.94  0.19
H: -2.65 -1.67 0.38  0.05
H: -0.75 -0.36 1.53  0.17
H: -0.18 -2.01 0.72  0.19
H: 0.23 -0.99 -1.78  0.19
H: -0.23 0.72 -1.09  0.06
H: 2.01 2.00 -0.44  0.05
H: 4.36 1.22 0.17  0.16
H: 4.41 -1.10 0.65  0.17
N: 3.43 0.83 0.07  0.06
N: 2.41 -1.10 -0.05  0.11
O: -2.79 0.13 -0.55  -0.19

=====

Entry 2:
DFT (ωB97M-V/def2-TZVPD) results for the molecule C7H12N2O.

As for the HOMO energy: -8.9 eV. The spin multiplicity is 1. As for the relative energy (zero: lowest compared OMol25 entry of this formula, charge and spin): 210.8 kJ/mol. As for the LUMO energy: 0.8499 eV. Its SMILES is C[C@H](O)[C@H](C)n1ccnc1. For the calculated total energy, the calculation gives -458.60859 Ha. The calculation puts the gap between HOMO and LUMO at 9.73 eV.

Last column: Löwdin charge in e.
Element x y z (Å)
C: -2.77 0.44 -0.45  -0.15
C: -1.76 -0.29 -0.88  -0.08
C: -1.44 0.20 1.32  -0.17
C: 0.80 -2.15 -0.60  -0.04
C: 1.44 1.55 0.94  -0.07
C: 0.49 -0.89 0.32  -0.18
C: 1.52 0.55 -0.27  -0.32
N: -2.60 0.76 0.92  0.04
N: -0.88 -0.38 0.23  -0.09
O: 1.06 1.06 -1.48  -0.07
H: -3.65 0.76 -0.91  0.08
H: -1.48 -0.79 -1.81  0.12
H: -1.14 0.25 2.32  0.11
H: 0.49 -1.76 -1.62  0.08
H: 1.82 -2.36 -0.55  0.04
H: 0.16 -3.05 -0.38  0.09
H: 0.42 1.95 1.09  0.07
H: 1.99 2.53 0.70  0.09
H: 2.07 1.02 1.68  0.08
H: 0.82 -0.83 1.36  0.11
H: 2.55 0.13 -0.52  0.15
H: 0.10 1.30 -1.41  0.10

=====

Entry 3:
DFT (ωB97M-V/def2-TZVPD) results for the molecule C7H12N2O2.

As for the HOMO energy: -8.7 eV. The spin multiplicity is 1. As for the relative energy (zero: lowest compared OMol25 entry of this formula, charge and spin): 703.2 kJ/mol. As for the LUMO energy: 0.0204 eV. For the calculated total energy, the calculation gives -533.69211 Ha. The calculation puts the gap between HOMO and LUMO at 8.76 eV.

Last column: Löwdin charge in e.
Element x y z (Å)
C: -0.87 0.34 0.57  -0.33
C: -2.24 0.33 1.29  0.11
C: 0.20 -0.16 1.48  -0.16
C: 1.48 -0.06 0.76  -0.33
C: 1.27 1.03 -0.37  -0.36
C: 1.88 -1.37 0.14  -0.10
C: -1.53 -0.61 -1.76  -0.08
N: -0.68 -0.39 -0.67  -0.12
N: -0.10 0.92 -0.65  0.06
O: -3.19 0.87 0.49  0.01
O: 1.43 2.35 0.11  -0.01
H: 0.14 0.50 2.44  0.16
H: -0.04 -1.10 1.89  0.11
H: 2.35 0.13 1.45  0.16
H: 1.94 0.67 -1.29  0.18
H: 2.25 -2.18 0.89  0.11
H: 2.79 -1.13 -0.41  0.06
H: 1.07 -1.83 -0.55  0.10
H: -2.22 -1.36 -1.59  0.06
H: -2.02 0.33 -2.02  0.08
H: -0.78 -0.92 -2.55  0.11
H: -4.05 0.71 0.85  0.08
H: 0.92 2.95 -0.49  0.12

=====

Entry 4:
DFT (ωB97M-V/def2-TZVPD) results for the molecule C7H12N2O2S.

As for the HOMO energy: -9.2 eV. The spin multiplicity is 1. As for the relative energy (zero: lowest compared OMol25 entry of this formula, charge and spin): 458.2 kJ/mol. As for the LUMO energy: 0.2913 eV. Its SMILES is CC1=N[C@](C)(S(C)(=O)=O)N=CC1. For the calculated total energy, the calculation gives -931.98038 Ha. The calculation puts the gap between HOMO and LUMO at 9.52 eV.

Last column: Löwdin charge in e.
Element x y z (Å)
C: -0.43 1.82 0.99  -0.13
C: -1.51 -0.05 -0.18  -0.32
C: -1.42 0.73 1.19  -0.05
C: 0.64 0.76 -0.72  -0.52
C: -2.60 -1.05 -0.30  -0.01
C: 1.44 1.01 -1.96  -0.05
C: 1.12 -1.85 1.13  -0.07
N: 0.46 1.90 0.11  0.11
N: -0.50 -0.07 -0.93  0.12
O: 2.79 0.53 1.19  -0.35
O: 2.80 -1.03 -0.73  -0.37
S: 2.03 -0.36 0.31  0.74
H: -0.49 2.68 1.48  0.08
H: -1.05 0.08 1.89  0.08
H: -2.45 1.25 1.32  0.16
H: -3.42 -0.55 -0.78  0.09
H: -2.75 -1.42 0.62  0.04
H: -2.37 -1.76 -1.08  0.09
H: 1.39 0.28 -2.75  0.09
H: 2.40 1.14 -1.86  0.02
H: 0.91 1.84 -2.53  0.12
H: 1.93 -2.54 0.88  0.06
H: 0.92 -1.61 2.15  0.04
H: 0.17 -1.72 0.56  0.04

=====

Entry 5:
DFT (ωB97M-V/def2-TZVPD) results for the molecule C7H12N2O2S.

As for the HOMO energy: -7.6 eV. The spin multiplicity is 1. As for the relative energy (zero: lowest compared OMol25 entry of this formula, charge and spin): 666.1 kJ/mol. As for the LUMO energy: -0.0789 eV. For the calculated total energy, the calculation gives -931.90118 Ha. The calculation puts the gap between HOMO and LUMO at 7.56 eV.

Last column: Löwdin charge in e.
Element x y z (Å)
C: -0.02 2.07 0.95  -0.20
C: 0.76 -1.35 -2.31  -0.15
C: 1.73 -0.47 -1.55  -0.20
C: 0.33 -0.57 -1.06  -0.38
C: -0.42 -0.26 1.59  -0.34
C: 0.47 -1.36 1.93  -0.05
C: -1.84 -0.50 1.58  -0.03
N: 0.10 1.00 1.64  0.14
N: 0.07 2.21 -0.40  0.01
O: -0.21 1.46 -2.77  -0.31
O: -1.85 0.91 -1.03  -0.31
S: -0.54 0.85 -1.52  0.66
H: 0.09 2.93 1.60  0.13
H: 0.44 -0.78 -3.16  0.07
H: 0.72 -2.41 -2.46  0.09
H: 2.37 -1.05 -0.96  0.06
H: 2.08 0.64 -1.83  0.15
H: 1.50 -1.04 1.61  0.11
H: 0.28 -2.20 1.25  0.10
H: 0.52 -1.59 2.93  0.07
H: -2.23 -0.18 0.62  0.05
H: -2.28 0.16 2.41  0.13
H: -2.15 -1.61 1.70  0.13
H: 0.08 3.15 -0.75  0.11

=====

Entry 6:
DFT (ωB97M-V/def2-TZVPD) results for the molecule C7H12N2O4S.

As for the HOMO energy (alpha / beta): -8.5 / -8.5 eV. The spin multiplicity is 1. As for the relative energy (zero: lowest compared OMol25 entry of this formula, charge and spin): 320.4 kJ/mol. As for the LUMO energy (alpha / beta): -0.5643 / -0.5634 eV. For the calculated total energy, the calculation gives -1082.43632 Ha. The calculation puts the gap between HOMO and LUMO (alpha / beta) at 7.91 / 7.91 eV.

Last column: Löwdin charge in e.
Element x y z (Å)
C: 0.32 1.89 -1.35  -0.53
C: 0.50 -1.49 -0.49  -0.09
C: 2.74 -0.29 0.06  -0.19
C: 1.38 1.44 -0.43  -0.04
C: 1.58 -1.17 0.52  -0.24
C: 0.27 -0.47 0.51  -0.30
C: -3.25 -0.87 0.28  -0.09
N: 2.38 0.67 -0.93  0.00
N: -0.72 2.53 -0.71  0.18
O: 0.27 1.67 -2.54  0.06
O: -0.58 -1.39 2.75  -0.26
O: -1.45 0.78 1.92  -0.29
O: -2.07 -1.47 0.79  -0.29
S: -1.01 -0.58 1.65  0.66
H: 0.79 -1.21 -1.49  0.10
H: -0.07 -2.38 -0.38  0.11
H: 3.10 0.36 0.98  0.17
H: 3.61 -0.94 -0.29  0.14
H: 1.35 1.97 0.60  0.18
H: 1.64 -1.83 1.48  0.18
H: -3.55 -0.06 0.83  0.05
H: -3.88 -1.71 0.05  0.09
H: -3.13 -0.71 -0.85  0.12
H: 2.21 0.44 -1.93  0.16
H: -0.86 2.19 0.16  0.01
H: -1.59 2.63 -1.20  0.11

=====

Entry 7:
DFT (ωB97M-V/def2-TZVPD) results for the molecule C7H12N2O5.

As for the HOMO energy: -9.6 eV. The spin multiplicity is 1. As for the relative energy (zero: lowest compared OMol25 entry of this formula, charge and spin): 367.0 kJ/mol. As for the LUMO energy: 0.0550 eV. Its SMILES is N[C@@H](CCC(=O)O)C(=O)NCC(=O)O. For the calculated total energy, the calculation gives -759.57279 Ha. The calculation puts the gap between HOMO and LUMO at 9.63 eV.

Last column: Löwdin charge in e.
Element x y z (Å)
C: 0.26 -1.48 -0.09  -0.32
C: -0.77 -0.61 0.86  -0.52
C: 1.67 -1.08 0.02  -0.15
C: 1.94 0.55 -0.07  -0.06
C: 3.43 0.89 0.07  -0.43
C: -2.95 0.05 0.61  -0.13
C: -2.53 1.35 -0.27  -0.34
H: 0.24 -2.25 -1.97  0.05
H: -0.48 -0.69 -1.85  0.08
H: -0.03 -2.57 0.32  0.18
H: 2.19 -1.64 -0.79  0.12
H: 2.01 -1.30 1.11  0.15
H: 1.38 0.99 0.95  0.17
H: 1.51 0.90 -1.04  0.12
H: 4.79 2.33 0.33  0.17
H: -2.02 -1.50 -0.40  0.18
H: -3.31 0.13 1.65  0.13
H: -3.98 -0.23 0.06  0.17
H: -3.95 2.62 0.62  0.22
N: -0.27 -1.61 -1.45  0.04
N: -1.96 -0.87 0.48  -0.01
O: -0.51 0.08 1.81  0.09
O: 4.32 0.11 0.42  0.05
O: 3.86 2.27 -0.19  -0.03
O: -1.45 1.11 -0.88  0.06
O: -3.39 2.46 -0.30  0.02

=====

Entry 8:
DFT (ωB97M-V/def2-TZVPD) results for the molecule C7H12N2O5S.

As for the HOMO energy: -9.4 eV. The spin multiplicity is 1. As for the relative energy (zero: lowest compared OMol25 entry of this formula, charge and spin): 8.6 kJ/mol. As for the LUMO energy: 0.4731 eV. Its SMILES is N[C@@H](CS)C(=O)N[C@@H](CC(=O)O)C(=O)O. For the calculated total energy, the calculation gives -1157.89900 Ha. The calculation puts the gap between HOMO and LUMO at 9.88 eV.

Last column: Löwdin charge in e.
Element x y z (Å)
C: 2.32 0.24 -0.22  -0.38
C: 0.87 -0.29 -0.41  -0.44
C: 3.24 -0.96 0.02  -0.50
C: -1.48 0.24 -0.28  -0.20
C: -2.33 1.47 -0.13  -0.47
C: -2.03 -0.90 0.65  -0.01
C: -3.40 -1.38 0.28  -0.53
H: 2.29 0.97 1.74  0.09
H: 3.25 1.78 0.71  0.07
H: 2.57 0.65 -1.22  0.16
H: 3.09 -1.31 1.03  0.06
H: 3.15 -1.76 -0.72  0.08
H: 5.27 -0.25 -1.15  -0.15
H: 0.23 1.41 0.38  0.13
H: -1.61 -0.05 -1.32  0.17
H: -1.48 -1.85 0.52  0.14
H: -1.99 -0.63 1.69  0.13
H: -4.59 -1.63 -1.09  0.15
H: -2.33 3.34 -0.38  0.14
N: 2.36 1.29 0.78  0.03
N: -0.11 0.53 0.01  0.10
O: 0.66 -1.37 -0.94  0.07
O: -3.47 1.46 0.20  0.16
O: -4.21 -1.78 1.12  0.09
O: -3.65 -1.35 -1.04  0.11
O: -1.65 2.63 -0.39  0.10
S: 5.01 -0.49 0.15  0.69

=====

Entry 9:
DFT (ωB97M-V/def2-TZVPD) results for the molecule C7H12N2S.

As for the HOMO energy: -8.3 eV. The spin multiplicity is 1. As for the relative energy (zero: lowest compared OMol25 entry of this formula, charge and spin): 362.0 kJ/mol. As for the LUMO energy: 0.7659 eV. Its SMILES is CC[C@]1(C)[C@H](C)N1N=C=S. For the calculated total energy, the calculation gives -781.49132 Ha. The calculation puts the gap between HOMO and LUMO at 9.04 eV.

Last column: Löwdin charge in e.
Element x y z (Å)
C: 2.26 0.10 -2.47  -0.75
C: -0.44 1.07 -0.70  -0.27
C: 0.11 0.13 0.27  -0.41
C: -1.85 1.43 -0.96  -0.05
C: 1.32 0.62 1.27  0.03
C: -0.31 -2.13 1.42  -0.11
C: -0.86 -0.81 0.95  -0.24
N: 1.39 -0.24 -1.74  0.02
N: 0.21 -0.22 -1.18  0.01
S: 3.41 0.27 -3.56  0.60
H: 0.36 1.88 -0.98  0.17
H: -2.51 0.69 -0.57  0.05
H: -1.96 1.31 -2.13  0.13
H: -2.00 2.43 -0.53  0.09
H: 0.77 0.74 2.24  0.09
H: 1.63 1.61 0.98  0.06
H: 1.95 -0.26 1.25  0.07
H: -1.11 -2.84 1.60  0.06
H: 0.25 -1.98 2.35  0.07
H: 0.34 -2.65 0.58  0.13
H: -1.31 -0.15 1.76  0.14
H: -1.66 -1.01 0.15  0.12

=====

Entry 10:
DFT (ωB97M-V/def2-TZVPD) results for a structure of composition C7H12N2S.

As for the HOMO energy: -8.2 eV. The spin multiplicity is 1. As for the relative energy (zero: lowest compared OMol25 entry of this formula, charge and spin): 464.5 kJ/mol. As for the LUMO energy: 0.7895 eV. For the calculated total energy, the calculation gives -781.45229 Ha. The calculation puts the gap between HOMO and LUMO at 8.94 eV.

Last column: Löwdin charge in e.
Element x y z (Å)
C: 2.10 1.82 0.82  -0.14
C: 0.60 1.86 0.49  -0.15
C: 2.22 0.50 -0.01  -0.13
C: -0.32 -1.95 -0.43  -0.20
C: -2.09 -0.15 0.12  -0.11
C: 0.73 0.54 -0.36  -0.63
C: -0.27 -0.46 -0.56  -0.60
N: -1.75 -2.31 -0.57  -0.11
N: -2.57 -1.49 0.27  -0.12
S: -0.02 0.45 -2.00  0.91
H: 2.53 2.54 0.10  0.11
H: 2.42 1.91 1.88  0.12
H: -0.25 1.76 1.19  0.09
H: 0.35 2.81 -0.07  0.12
H: 2.81 0.52 -0.89  0.09
H: 2.52 -0.30 0.60  0.09
H: 0.24 -2.59 -1.10  0.12
H: 0.08 -2.27 0.56  0.13
H: -2.17 0.64 0.88  0.08
H: -2.72 0.36 -0.70  0.10
H: -2.29 -2.35 -1.43  0.12
H: -2.17 -1.84 1.19  0.12

=====

Q: What is the formula in the third record?
A: C7H12N2O2